(1)
{"formula": "C30H33N7O3SSiTl", "method": "ωB97M-V/def2-TZVPD", "elements": ["Tl", "C", "Si", "C", "C", "N", "C", "C", "C", "C", "C", "C", "O", "C", "C", "C", "C", "C", "C", "H", "H", "H", "H", "H", "H", "H", "H", "H", "H", "H", "H", "H", "H", "H", "H", "H", "H", "N", "C", "C", "C", "C", "C", "C", "S", "O", "O", "N", "C", "N", "C", "C", "C", "N", "H", "H", "H", "H", "H", "H", "H", "H", "H", "N", "C", "C", "C", "C", "C", "N", "H", "H", "H", "H", "H", "H"], "coordinates": [[-0.34527, -0.42603, -1.74429], [5.03864, -0.70685, -0.11089], [3.96225, -0.85701, -1.65944], [2.99619, -2.46270, -1.59676], [5.03286, -0.90260, -3.21556], [2.83230, 0.49441, -1.62263], [3.07729, 1.73746, -1.81308], [4.40416, 2.26199, -2.07779], [4.62580, 3.58129, -2.25107], [3.54008, 4.49786, -2.22397], [2.25587, 4.08156, -1.96801], [1.98810, 2.73367, -1.73235], [0.77547, 2.29796, -1.49268], [-0.27450, 3.21047, -1.26117], [-0.22016, 4.10417, -0.20174], [-1.32390, 4.90144, 0.05208], [-2.46362, 4.78814, -0.73293], [-2.49564, 3.89373, -1.79178], [-1.39416, 3.10119, -2.06486], [5.71959, -1.55765, -0.07488], [4.42498, -0.71991, 0.79093], [5.63363, 0.20791, -0.10786], [3.65767, -3.28988, -1.86186], [2.16125, -2.48067, -2.29895], [2.60435, -2.65996, -0.59846], [5.68193, -1.77803, -3.17950], [5.66964, -0.02654, -3.34567], [4.40568, -0.99457, -4.10459], [5.22591, 1.56037, -2.10417], [5.62558, 3.95111, -2.43176], [3.71900, 5.54842, -2.41127], [1.44117, 4.79082, -1.95627], [0.66490, 4.16005, 0.42149], [-1.28923, 5.60593, 0.87176], [-3.32764, 5.39900, -0.51066], [-3.38042, 3.80277, -2.40544], [-1.39122, 2.40480, -2.89263], [-3.71469, -1.07469, 5.35138], [-3.81042, -0.83198, 4.00430], [-3.20567, 0.30187, 3.44606], [-3.17890, 0.47483, 2.07628], [-3.78166, -0.46431, 1.25417], [-4.44362, -1.56163, 1.79098], [-4.46807, -1.73722, 3.15843], [-3.45583, -0.43562, -0.48369], [-4.64390, -0.62787, -1.25821], [-2.66716, 0.75924, -0.76402], [-2.38393, -1.62818, -0.66324], [-2.52602, -2.92833, -0.87520], [-3.63608, -3.62659, -0.56087], [-3.64483, -4.92784, -0.77112], [-2.55853, -5.62938, -1.28102], [-1.45332, -4.84827, -1.58290], [-1.41941, -3.54185, -1.39392], [-3.37338, -0.35136, 5.95585], [-4.28404, -1.78761, 5.76810], [-2.74932, 1.03557, 4.10003], [-2.70741, 1.33520, 1.62226], [-4.92664, -2.26324, 1.12417], [-4.98872, -2.58393, 3.58913], [-4.56813, -5.43451, -0.50541], [-2.57135, -6.69858, -1.42215], [-0.55060, -5.28472, -2.00216], [0.29485, -2.80336, 1.10681], [0.40274, -1.56319, 1.65564], [0.79865, -1.39189, 2.99553], [0.92399, -0.12027, 3.49916], [0.62875, 0.97051, 2.68232], [0.25243, 0.71681, 1.38428], [0.16553, -0.51117, 0.86099], [0.25196, -3.59121, 1.72866], [-0.21464, -2.88114, 0.23052], [1.00669, -2.26008, 3.60652], [1.24509, 0.03069, 4.52146], [0.70746, 1.98561, 3.04583], [-0.01043, 1.52558, 0.71373]], "forces_ev_per_angstrom": [[-0.735, -0.762, 0.226], [-0.410, 0.263, -0.325], [1.025, -1.727, 0.157], [0.027, 0.414, 0.021], [-0.354, 0.412, 0.146], [-0.494, 1.339, -0.004], [-0.145, -1.064, 0.185], [0.546, 0.642, -0.133], [0.515, -0.402, -0.035], [-0.707, -0.300, 0.143], [0.237, 0.684, -0.161], [-1.022, 0.035, 0.023], [1.299, 0.155, -0.017], [-0.918, 0.459, 0.022], [0.228, -0.256, 0.061], [0.031, -0.027, -0.002], [-0.006, 0.021, -0.017], [-0.033, 0.117, 0.054], [0.388, -0.167, -0.130], [-0.007, -0.043, -0.031], [0.006, -0.008, 0.021], [0.039, -0.010, 0.034], [0.058, 0.027, 0.003], [-0.026, 0.012, -0.031], [-0.097, 0.032, 0.043], [-0.043, -0.055, 0.098], [0.032, -0.075, -0.056], [0.020, -0.009, -0.029], [-0.070, 0.029, -0.005], [0.000, -0.001, 0.009], [0.032, 0.015, -0.023], [0.059, -0.001, -0.022], [-0.029, 0.001, 0.034], [-0.028, -0.019, 0.018], [-0.009, -0.003, -0.032], [-0.006, -0.029, 0.010], [-0.093, -0.052, 0.046], [0.049, -0.068, 0.062], [0.062, 0.043, -0.174], [-0.030, -0.045, 0.082], [-0.141, -0.036, -0.025], [0.205, 0.122, -0.353], [-0.170, 0.126, -0.003], [0.010, 0.056, 0.074], [0.240, -1.308, 0.236], [-0.228, 0.062, 0.091], [0.212, 0.326, 0.060], [0.655, 1.625, -0.422], [-0.276, -1.698, -0.267], [-0.260, 0.711, 0.098], [0.152, -0.194, -0.030], [0.009, 0.223, 0.010], [-0.143, -0.290, 0.002], [0.164, 0.741, 0.172], [-0.089, 0.023, 0.048], [-0.053, 0.052, 0.025], [0.051, -0.002, -0.009], [0.102, 0.015, 0.067], [0.050, -0.079, 0.040], [0.030, -0.035, -0.014], [0.041, -0.057, -0.019], [-0.014, 0.001, -0.057], [-0.032, -0.047, 0.046], [0.064, 0.172, -0.211], [-0.025, 0.088, -0.023], [0.029, 0.059, 0.083], [-0.022, -0.159, -0.067], [0.054, 0.219, -0.048], [0.075, -0.111, 0.111], [0.074, -0.006, -0.034], [-0.051, -0.021, -0.028], [0.015, -0.147, 0.091], [-0.018, -0.008, 0.006], [-0.026, -0.018, 0.016], [-0.068, -0.001, 0.008], [-0.009, 0.021, 0.051]], "multiplicity": 1, "homo_lumo_gap_ha": 0.11371, "total_charge": 1, "homo_ev": -9.408}

(2)
{"formula": "C30H34Br2FeN6O2", "method": "ωB97M-V/def2-TZVPD", "elements": ["Fe", "C", "C", "N", "N", "C", "O", "C", "C", "C", "C", "C", "C", "C", "C", "C", "C", "C", "N", "H", "H", "H", "H", "H", "H", "H", "H", "H", "H", "H", "H", "C", "C", "C", "C", "C", "C", "Br", "C", "C", "Br", "C", "O", "C", "N", "H", "H", "H", "H", "H", "H", "C", "N", "C", "C", "C", "N", "C", "C", "H", "H", "H", "H", "H", "H", "H", "H", "H", "H", "H", "H", "H", "H", "H", "H"], "coordinates": [[0.27725, 0.41793, -0.12481], [1.65955, -2.04518, 3.26427], [1.50885, -1.24268, 2.01928], [0.40623, -0.74063, 1.60489], [-0.77060, -1.05229, 2.22856], [-1.75807, -0.79843, 1.38388], [-1.59121, -0.28310, 0.21970], [-3.13317, -1.16161, 1.79818], [-3.39881, -1.60095, 3.09387], [-4.69550, -1.91724, 3.46127], [-5.72807, -1.80524, 2.53815], [-5.46502, -1.37251, 1.24611], [-4.16974, -1.04742, 0.87568], [2.61539, -1.12809, 1.03872], [3.87285, -1.66810, 1.25294], [4.78240, -1.67765, 0.20327], [4.40236, -1.16802, -1.02575], [3.13572, -0.61730, -1.14899], [2.27729, -0.57188, -0.13714], [0.69416, -2.15743, 3.74728], [2.34808, -1.54876, 3.95288], [2.07182, -3.03013, 3.03878], [-2.58636, -1.68635, 3.80234], [-4.90408, -2.25245, 4.46882], [-6.74025, -2.05668, 2.82767], [-6.27005, -1.28734, 0.52806], [-3.94959, -0.70467, -0.12654], [4.12893, -2.09219, 2.21331], [5.76838, -2.10106, 0.34164], [5.06682, -1.18896, -1.87774], [2.79150, -0.19668, -2.08674], [0.19163, -3.24035, -0.54717], [0.00602, -2.49316, -1.83334], [-0.21265, -3.21029, -3.03275], [-0.36745, -2.55088, -4.21612], [-0.30699, -1.14072, -4.23738], [-0.45181, -0.32309, -5.38878], [-0.76142, -1.11311, -7.07538], [-0.37177, 1.03555, -5.29611], [-0.14447, 1.65174, -4.04952], [-0.02664, 3.52981, -3.94884], [-0.00632, 0.91092, -2.90149], [0.22026, 1.42709, -1.70867], [-0.08640, -0.50598, -3.00446], [0.06821, -1.17743, -1.82991], [-0.17516, -4.26068, -0.64067], [-0.33716, -2.75727, 0.27082], [1.25415, -3.29201, -0.29295], [-0.26255, -4.28975, -2.99236], [-0.53974, -3.09336, -5.13579], [-0.48099, 1.65120, -6.17757], [2.88372, 2.55188, -0.64487], [1.87126, 2.31135, 0.39697], [2.56276, 2.15759, 1.68614], [1.02671, 3.51939, 0.41685], [-0.13109, 3.37369, 1.36360], [-1.03049, 2.28766, 0.95662], [-1.91368, 2.74878, -0.13359], [-1.88995, 1.98392, 2.11473], [3.36498, 3.52317, -0.48232], [2.40790, 2.55194, -1.62359], [3.65943, 1.79518, -0.60523], [3.06473, 3.08857, 1.97595], [3.31958, 1.38046, 1.60383], [1.86602, 1.87672, 2.47448], [0.67707, 3.69097, -0.60142], [1.63541, 4.38450, 0.70869], [-0.68187, 4.32049, 1.42551], [0.22771, 3.15805, 2.37086], [-2.53208, 3.58383, 0.21618], [-2.55991, 1.92582, -0.43358], [-1.33665, 3.06376, -0.99770], [-2.33121, 2.90982, 2.50255], [-1.31201, 1.50851, 2.90626], [-2.70411, 1.32879, 1.81970]], "forces_ev_per_angstrom": [[-0.233, 0.250, -0.241], [-0.007, 0.022, 0.018], [0.152, -0.032, 0.006], [-0.073, -0.134, 0.207], [-0.029, 0.080, -0.061], [-0.015, -0.173, -0.006], [0.101, -0.130, 0.066], [0.032, -0.013, -0.016], [0.006, 0.002, 0.010], [-0.007, -0.004, 0.004], [-0.006, -0.008, 0.010], [-0.004, 0.006, -0.010], [-0.013, 0.006, 0.003], [0.008, 0.109, 0.078], [0.009, -0.019, -0.033], [-0.005, -0.020, 0.019], [0.011, 0.003, -0.033], [-0.024, 0.086, 0.005], [0.059, -0.044, 0.058], [0.009, -0.005, -0.001], [0.011, -0.011, -0.020], [-0.015, -0.013, 0.008], [-0.008, -0.001, -0.010], [0.003, 0.000, -0.012], [0.010, 0.005, -0.001], [0.009, -0.001, 0.006], [-0.001, -0.009, 0.002], [-0.005, -0.001, -0.005], [-0.004, 0.008, 0.000], [-0.002, 0.002, 0.010], [0.012, 0.026, 0.003], [-0.010, -0.027, -0.016], [-0.004, -0.048, 0.006], [-0.014, 0.017, 0.010], [-0.003, 0.019, 0.009], [-0.011, -0.030, -0.024], [-0.008, -0.001, -0.004], [0.005, -0.002, -0.007], [0.003, -0.006, 0.021], [-0.009, -0.007, -0.007], [0.004, -0.013, 0.014], [0.057, -0.010, 0.035], [0.068, 0.137, -0.078], [-0.025, 0.037, -0.005], [-0.029, -0.004, -0.010], [0.012, 0.007, -0.006], [-0.008, 0.012, 0.004], [-0.012, 0.013, 0.007], [0.004, 0.009, -0.002], [0.002, 0.000, 0.004], [-0.001, 0.000, 0.002], [-0.037, -0.021, 0.005], [0.064, -0.043, 0.049], [-0.047, 0.001, 0.003], [-0.051, -0.050, -0.011], [-0.008, 0.028, 0.005], [0.027, 0.022, -0.026], [-0.018, -0.015, -0.001], [0.008, 0.046, 0.015], [0.004, 0.002, -0.010], [-0.006, -0.003, -0.001], [0.039, -0.117, -0.018], [0.000, 0.004, -0.003], [0.002, -0.040, -0.014], [0.011, -0.012, -0.011], [-0.009, -0.014, -0.003], [0.000, 0.015, 0.008], [-0.009, 0.005, -0.016], [-0.015, 0.013, -0.003], [-0.005, -0.012, 0.005], [0.013, 0.007, -0.003], [0.016, 0.017, 0.021], [0.008, -0.002, -0.009], [-0.008, 0.011, -0.012], [0.014, 0.066, 0.014]], "multiplicity": 6, "homo_lumo_gap_ha": [0.25892, 0.23587], "total_charge": 1, "homo_ev": [-10.461, -10.495], "e_above_lowest_kcal_mol": 0.0}

- The lowest multiplicity belongs to which entry?
  C30H33N7O3SSiTl

- What is the multiplicity in the second record?
  6